P:
The following is a DFT calculation (ωB97M-V/def2-TZVPD) of a 2-piece molecular cluster, C4H12N2 overall.

```
18
C4H12N2 | the Open Molecules 2025 dataset | ωB97M-V/def2-TZVPD
N -1.629 1.363 -0.404
N 1.535 -0.798 0.954
C 0.466 -0.829 1.632
C -1.644 -0.802 -1.872
C 2.424 0.329 1.136
C -0.956 0.499 -1.333
H -0.619 1.035 -2.217
H 3.435 -0.032 1.260
H 2.444 0.945 0.227
H -1.065 1.881 0.258
H -0.288 -1.544 1.328
H -2.541 -0.887 -1.264
H 0.461 -0.148 2.496
H 2.133 0.899 2.029
H -1.049 -1.699 -1.671
H -1.824 -0.784 -2.936
H -2.261 0.912 0.254
H 0.039 0.141 -0.970
```

As for the SMILES: C=NC.CCN. For the lowest unoccupied orbital energy, the calculation gives 1.018 eV.


Q:
The following is a DFT calculation (ωB97M-V/def2-TZVPD) of one molecule with the formula C4H12N2.

```
18
C4H12N2 | the Open Molecules 2025 dataset | ωB97M-V/def2-TZVPD
N 2.634 0.428 0.402
N -1.064 -0.936 -1.486
C -1.898 -0.115 -0.588
C 1.292 -0.189 0.209
C 0.243 0.725 0.787
C -1.219 0.275 0.726
H -2.064 0.831 -1.120
H -1.110 -1.903 -1.178
H 2.850 0.457 1.396
H 0.354 1.733 0.370
H 3.348 -0.183 0.019
H -2.883 -0.553 -0.391
H 1.200 -0.196 -0.873
H -1.491 -0.938 -2.406
H 0.433 0.917 1.847
H 1.245 -1.216 0.591
H -1.328 -0.538 1.456
H -1.818 1.087 1.161
```

As for the SMILES: NCCCCN. For the lowest unoccupied orbital energy, the calculation gives 1.098 eV.


Verdict on stability: Q comes out on top.


P:
The following is a DFT calculation (ωB97M-V/def2-TZVPD) of one molecule with the formula C3N2S.

```
6
C3N2S | the Open Molecules 2025 dataset | ωB97M-V/def2-TZVPD
S -1.061 -0.342 1.737
N 0.671 -1.994 -1.112
N 0.293 2.320 -0.476
C -0.232 -0.095 0.391
C 0.261 -1.138 -0.445
C 0.067 1.249 -0.094
```

As for the SMILES: N#CC(=S)C#N. For the lowest unoccupied orbital energy, the calculation gives -2.839 eV.


Q:
The following is a DFT calculation (ωB97M-V/def2-TZVPD) of one molecule with the formula C3N2S.

```
6
C3N2S | the Open Molecules 2025 dataset | ωB97M-V/def2-TZVPD
S -0.403 1.661 -0.006
N -1.807 -1.811 -0.039
N 2.472 -0.851 -0.018
C -0.025 0.052 -0.005
C -1.075 -0.949 0.065
C 1.398 -0.427 0.023
```

As for the SMILES: N#CC(=S)C#N. For the lowest unoccupied orbital energy, the calculation gives -2.908 eV.


R:
The following is a DFT calculation (ωB97M-V/def2-TZVPD) of one molecule with the formula C3N2S.

```
6
C3N2S | the Open Molecules 2025 dataset | ωB97M-V/def2-TZVPD
S -0.250 1.985 0.002
N 2.335 -0.671 0.027
N -2.223 -1.035 -0.063
C 1.263 -0.195 -0.071
C -0.017 0.433 -0.027
C -1.108 -0.516 0.132
```

As for the SMILES: N#CC(=S)C#N. For the lowest unoccupied orbital energy, the calculation gives -2.803 eV.


Verdict on stability: P comes out on top.


P:
The following is a DFT calculation (ωB97M-V/def2-TZVPD) of one molecule with the formula C4H8N2S2.

```
16
C4H8N2S2 | the Open Molecules 2025 dataset | ωB97M-V/def2-TZVPD
S 2.502 -0.878 0.420
S -1.259 -0.695 -2.128
N -1.039 0.251 -0.719
N 1.177 -0.474 -0.558
C -0.751 1.403 1.972
C 0.210 1.068 1.156
C -2.171 0.936 1.955
C 0.059 0.218 -0.102
H -2.458 -0.159 -2.437
H -2.295 0.179 1.183
H -2.502 0.606 2.923
H 1.266 1.320 1.397
H 1.175 -1.005 -1.427
H 3.228 0.211 0.200
H -2.884 1.735 1.753
H -0.467 2.095 2.792
```

As for the SMILES: C/C=C\C(=N\S)NS. For the lowest unoccupied orbital energy, the calculation gives 0.691 eV.


Q:
The following is a DFT calculation (ωB97M-V/def2-TZVPD) of one molecule with the formula C4H8N2S2.

```
16
C4H8N2S2 | the Open Molecules 2025 dataset | ωB97M-V/def2-TZVPD
S 2.209 1.841 0.588
S 1.289 1.223 -2.154
N -0.338 -1.775 -0.759
N 0.970 0.685 0.339
C -1.288 0.050 0.662
C 0.437 0.472 -0.870
C -0.008 0.341 1.412
C -0.716 -0.469 -0.709
H -2.016 -0.702 1.136
H 0.479 -2.134 -0.256
H -0.084 1.398 2.022
H 2.880 1.255 -0.585
H -1.575 -0.440 -1.546
H -1.974 0.945 0.634
H 0.134 -0.692 2.000
H -0.398 -1.999 -1.914
```

As for the SMILES: N[C@H]1CCN(S)C1=S. For the lowest unoccupied orbital energy, the calculation gives 0.471 eV.


Verdict on stability: P comes out on top.


P:
The following is a DFT calculation (ωB97M-V/def2-TZVPD) of a 3-piece molecular cluster, CH8NO2 overall.

```
12
CH8NO2 | the Open Molecules 2025 dataset | ωB97M-V/def2-TZVPD
O -0.345 -1.182 -2.028
O -1.293 1.689 1.948
N 0.759 0.393 -0.020
C 1.037 -0.812 0.234
H -1.994 2.354 1.961
H -0.600 2.087 2.490
H 1.658 -1.372 -0.464
H -0.534 -2.096 -1.793
H -0.431 -1.206 -2.989
H 0.208 0.956 0.586
H 0.692 0.675 -0.988
H 0.843 -1.487 1.065
```

The net charge is +1. For the lowest unoccupied orbital energy, the calculation gives -5.266 eV.


Q:
The following is a DFT calculation (ωB97M-V/def2-TZVPD) of a 3-piece molecular cluster, CH8NO2 overall.

```
12
CH8NO2 | the Open Molecules 2025 dataset | ωB97M-V/def2-TZVPD
O -1.550 0.056 -0.451
O 0.637 0.273 -1.932
N 0.895 -0.833 1.527
C 0.469 0.362 1.285
H -0.305 0.117 -2.108
H -2.259 -0.666 -0.402
H 1.014 0.947 -2.509
H -1.883 0.827 -1.026
H 0.632 -1.548 2.240
H 1.838 -1.101 1.181
H 1.137 1.077 0.704
H -0.626 0.487 1.492
```

The net charge is +1. For the lowest unoccupied orbital energy, the calculation gives -5.136 eV.


Verdict on stability: P comes out on top.


P:
The following is a DFT calculation (ωB97M-V/def2-TZVPD) of a 2-piece molecular cluster, C2H4O2 overall.

```
8
C2H4O2 | the Open Molecules 2025 dataset | ωB97M-V/def2-TZVPD
O -2.429 -1.350 -2.195
O 0.631 0.688 1.223
C 1.794 0.723 1.497
C -1.746 -0.680 -1.466
H -0.844 -1.102 -1.010
H -2.102 0.331 -1.208
H 2.488 1.328 0.882
H 2.208 0.062 2.276
```

As for the SMILES: C=O.C=O. For the lowest unoccupied orbital energy, the calculation gives 0.640 eV.


Q:
The following is a DFT calculation (ωB97M-V/def2-TZVPD) of a 2-piece molecular cluster, C2H4O2 overall.

```
8
C2H4O2 | the Open Molecules 2025 dataset | ωB97M-V/def2-TZVPD
O -7.056 5.533 4.875
O -8.505 2.816 0.466
C -7.833 3.211 1.396
C -7.699 5.322 3.839
H -7.350 4.476 3.200
H -6.721 3.250 1.303
H -8.272 3.591 2.349
H -8.567 5.912 3.461
```

As for the SMILES: C=O.C=O. For the lowest unoccupied orbital energy, the calculation gives 0.020 eV.


R:
The following is a DFT calculation (ωB97M-V/def2-TZVPD) of a 2-piece molecular cluster, C2H4O2 overall.

```
8
C2H4O2 | the Open Molecules 2025 dataset | ωB97M-V/def2-TZVPD
O -0.041 -1.761 -0.277
O -0.644 2.211 0.280
C 0.285 -0.631 -0.911
C -0.324 1.293 0.950
H 1.197 0.098 -0.712
H -0.562 1.213 2.016
H -0.557 -0.027 -1.135
H 0.646 -2.397 -0.211
```

For the lowest unoccupied orbital energy (spin up / spin down), the calculation gives 0.734 / 0.226 eV.


S:
The following is a DFT calculation (ωB97M-V/def2-TZVPD) of one molecule with the formula C2H4O2.

```
8
C2H4O2 | the Open Molecules 2025 dataset | ωB97M-V/def2-TZVPD
O 0.133 1.301 -0.465
O -1.096 -0.605 0.787
C 0.895 0.103 -0.496
C -0.040 -0.937 0.247
H 1.223 -0.065 -1.634
H -0.777 1.165 -0.041
H 1.732 0.274 0.274
H 0.398 -1.932 0.322
```

As for the SMILES: O=CCO. For the lowest unoccupied orbital energy, the calculation gives 0.674 eV.


Verdict on stability: S comes out on top.


P:
The following is a DFT calculation (ωB97M-V/def2-TZVPD) of one molecule with the formula C2H4O2.

```
8
C2H4O2 | the Open Molecules 2025 dataset | ωB97M-V/def2-TZVPD
O 1.514 -0.390 0.879
O 0.005 0.240 -1.544
C 0.370 -0.458 0.744
C -0.562 0.233 -0.210
H 0.861 0.073 -1.327
H -0.392 1.249 0.323
H -1.552 0.097 -0.265
H -0.244 -1.044 1.402
```

As for the SMILES: O=CCO. For the lowest unoccupied orbital energy, the calculation gives 0.740 eV.


Q:
The following is a DFT calculation (ωB97M-V/def2-TZVPD) of C2H4O2 as an isolated structure.

```
8
C2H4O2 | the Open Molecules 2025 dataset | ωB97M-V/def2-TZVPD
O -0.962 1.363 0.012
O -1.354 -0.800 0.002
C 1.010 -0.050 -0.014
C -0.518 0.255 -0.120
H -2.197 -0.355 -0.024
H 1.594 0.774 -0.991
H 1.342 0.250 1.400
H 1.085 -1.438 -0.265
```

For the lowest unoccupied orbital energy, the calculation gives 0.312 eV.


Verdict on stability: P comes out on top.